Formula: C46H128N10O13
Source: OMol25
Level of theory: ωB97M-V/def2-TZVPD

## Properties
* maximum force: 3.05 eV/A
* HOMO level: -8.7014 eV
* total energy: -3354.75931 Eh
* LUMO level: 0.486 eV
* energy relative to the best compared isomer or geometry (same formula, charge and spin): 92.1 kcal/mol
* HOMO-LUMO gap: 9.19 eV

Last column: Mulliken charge in e.
Atoms and positions in Å:
C 12.68017 29.37788 17.01953  -1.310
H 19.28751 21.32012 11.65706  0.420
H 7.08993 21.39462 6.91339  0.419
H 6.36230 18.28291 13.94314  0.304
H 8.42086 22.47371 11.89830  -0.152
H 8.87327 16.39883 14.71731  0.156
C 6.40981 23.14759 11.84054  -1.400
H 10.17243 17.85836 10.45810  -0.350
C 9.83397 14.56227 14.72376  0.328
C 8.20022 16.40258 9.14654  -1.370
H 7.06563 24.16534 13.99189  0.663
C 17.67616 19.80736 13.30026  -0.583
H 11.56730 14.55119 13.47901  -0.463
C 12.19523 14.30500 16.66928  -0.972
H 10.99445 17.51969 7.99404  0.275
C 9.17476 16.06901 10.27623  1.144
O 9.84782 21.66150 7.90208  -0.479
O 14.03371 23.42428 17.10425  -0.453
H 12.41376 16.87176 10.54424  -0.598
C 15.24947 24.26678 11.93284  -0.263
H 12.96458 28.33459 17.29085  0.251
N 12.54356 21.21533 11.77896  0.413
N 7.32864 21.44628 13.41869  -0.707
H 13.85316 21.51700 13.45307  -0.760
C 6.38386 17.81258 12.96908  0.085
N 17.34792 21.98951 14.36292  -0.226
H 9.43262 26.56231 12.73498  0.258
H 12.02770 31.50609 15.14485  0.237
H 13.55180 30.00227 17.29756  0.305
H 8.38646 20.37536 6.33829  0.343
H 8.56724 15.39789 11.00370  -0.161
H 11.52102 17.92507 13.94475  0.069
C 16.51479 19.26686 17.20244  -1.374
H 8.69703 17.11768 8.47766  0.157
C 11.33866 14.15368 14.46349  -0.201
N 9.77526 16.02302 14.58556  -0.167
H 13.08918 17.20923 7.97642  0.195
C 10.31732 15.22707 9.77363  -0.942
H 4.20956 17.47041 13.25154  0.300
H 7.89265 14.03649 13.93104  0.436
H 8.59305 19.36296 8.49682  -1.103
H 6.43324 24.22950 11.70984  0.225
H 11.58852 12.98867 9.96362  0.379
H 17.04618 18.60229 16.50408  0.328
H 14.28642 11.61376 15.59682  0.330
C 7.53221 20.42025 6.96905  -1.788
H 17.14868 12.69079 14.22779  0.236
C 13.49770 23.08931 18.42078  -0.248
H 7.21242 19.98710 10.24462  0.045
C 15.63134 11.44672 13.76726  0.482
H 13.12452 21.87282 11.28239  -0.212
C 14.69384 25.37284 12.95206  1.848
C 12.06772 22.58238 18.21165  -0.787
H 10.79047 28.31000 14.36445  0.292
H 11.22282 19.97486 13.47230  0.018
H 12.79863 20.21760 11.58330  -0.618
H 15.23326 19.55812 12.29069  0.380
H 14.84303 26.65147 11.24236  0.312
H 6.43223 22.66148 10.84145  0.283
H 13.69911 19.59743 7.42840  0.472
H 10.73155 30.79293 16.00960  0.240
H 9.45270 21.06023 9.78706  0.033
O 11.16058 14.77245 10.81490  0.002
H 12.42128 25.16562 14.40188  -0.747
H 6.71218 19.75088 6.73111  0.442
N 6.84986 20.18255 9.32478  -0.586
H 13.09122 14.52677 17.25434  0.256
C 4.97410 17.84436 12.44784  -1.333
H 16.97109 21.57424 12.40883  -0.957
H 15.70442 24.32211 9.46444  0.394
H 10.74178 25.96655 14.40507  -0.637
H 11.58346 22.71854 7.72168  0.370
O 14.26453 24.19483 10.87886  -0.210
O 14.13647 11.62460 11.86082  -0.021
H 7.97969 18.05467 11.72630  0.188
H 10.85076 27.97860 16.05415  0.474
H 12.55025 14.42745 9.45415  0.401
C 13.67113 19.21401 8.45880  -1.660
H 13.29186 20.04954 9.10775  0.231
O 7.27959 18.63280 12.14947  -0.190
H 6.92254 16.88016 13.06132  0.083
H 16.19925 11.31832 11.67376  0.366
O 8.80507 24.70055 12.99952  -0.134
H 11.47502 22.43234 19.07231  0.447
H 12.44073 18.00514 15.44358  0.372
H 4.76226 18.87230 12.25547  0.301
H 14.70096 18.91938 8.68537  0.412
H 15.65194 21.34373 15.74028  0.000
H 15.07894 24.49038 14.81944  0.141
H 16.90419 19.52308 14.08236  0.070
H 7.37636 16.96774 9.56161  0.112
H 8.63336 26.31815 14.38129  0.358
H 15.56386 12.92867 12.18265  -0.094
H 15.43906 10.34115 13.77848  0.261
H 12.04831 13.22336 16.60523  0.378
H 13.98608 24.03353 8.90716  0.163
H 13.19619 18.38039 10.90459  -0.116
N 11.31269 18.29904 8.59091  -0.424
H 13.12316 17.06276 14.01982  0.386
H 11.39302 25.58026 15.97871  0.259
C 8.95443 13.83308 13.72740  -1.324
C 11.44290 28.23462 15.23922  -0.836
C 14.99007 26.69470 12.30971  -2.061
C 8.90464 21.41578 8.88050  -0.302
C 10.71407 22.74939 8.34767  -0.515
H 14.79444 13.21134 14.90450  0.112
C 14.56863 12.13478 14.62782  -0.780
C 12.78267 21.39123 13.19866  2.512
H 7.22049 20.59818 12.88437  0.114
H 9.58570 14.15933 15.77420  0.195
N 9.48804 17.33104 11.03152  0.104
O 14.39142 16.89111 10.04035  -0.649
N 15.21068 25.33367 14.34340  -0.573
H 9.89032 14.38936 9.20221  0.576
H 7.67407 26.52634 13.02360  0.390
H 9.34425 14.12925 12.69442  -0.040
H 11.33974 14.75636 17.20166  0.286
O 13.08421 19.13623 13.73805  0.820
H 18.18467 22.04294 14.93314  0.266
C 12.10470 13.87078 10.25199  -0.509
H 12.13482 22.96399 14.60652  0.400
C 13.16042 17.58024 10.17056  1.711
H 10.01992 17.12364 11.93082  -0.049
H 10.50782 16.43137 15.09713  0.195
H 11.29129 19.14187 7.97374  0.207
C 7.98802 20.27518 8.40907  2.109
C 17.73677 21.28954 13.18149  1.758
H 8.20586 22.26010 9.09134  0.312
H 12.87384 13.74581 11.00444  -0.276
H 15.50054 23.22906 12.28044  -0.620
H 8.22745 21.31674 13.94854  0.217
H 4.96490 17.20958 11.59292  0.356
C 13.87545 10.26519 11.68054  -0.925
H 15.83004 18.67246 10.79642  0.098
O 14.95539 21.05934 16.45169  -0.469
C 7.96322 23.71173 13.64428  -1.318
C 14.77816 16.32380 11.32994  0.366
H 14.77753 26.04298 14.95469  0.304
C 11.96320 22.67161 13.57122  -1.068
H 6.27586 19.32935 9.10067  0.355
H 14.16882 22.28583 18.89943  0.137
H 8.99813 12.78895 13.92688  0.526
H 14.08765 15.54417 11.56857  -0.332
H 7.89328 15.56555 8.54976  0.531
H 10.94337 15.84472 9.11970  0.090
H 15.99866 20.41692 10.94044  0.313
H 12.28305 23.55374 12.97194  -0.013
H 13.56486 12.19034 14.21141  0.047
H 15.78150 15.95413 11.26379  0.344
C 12.27813 29.48735 15.59978  0.185
H 17.15450 20.12473 17.37381  0.347
H 15.96434 27.11518 12.47252  0.461
H 11.46883 13.05279 14.52464  0.528
H 14.81390 19.08853 15.88316  -0.527
H 16.20876 24.63759 11.45751  0.744
C 7.59257 22.61665 12.62922  1.506
H 14.41595 19.42050 17.51589  0.600
H 13.59523 23.93734 19.00639  0.391
N 11.45229 30.68705 15.28750  -0.649
O 17.30864 19.13877 12.14244  -0.475
H 14.74564 17.17255 12.03833  -0.247
C 19.08068 21.72332 12.62508  -1.839
C 14.76748 23.78793 9.66114  -0.668
C 8.62316 26.07796 13.28287  -1.095
H 11.48398 23.18038 17.58353  0.090
N 16.97713 11.69369 14.10472  -0.644
C 15.12633 19.67925 16.75574  0.456
C 16.03833 19.51732 11.51412  -0.519
O 12.35940 27.16004 14.98863  -0.161
H 13.05746 29.55852 14.90354  0.488
H 5.44771 22.79326 12.27750  0.368
H 12.19655 20.39032 15.01373  0.401
H 11.83799 29.73800 17.56976  0.350
H 17.05476 22.93058 14.17691  0.192
H 14.99865 22.70808 9.66061  0.165
H 14.27881 27.40341 12.60990  0.363
H 12.18746 21.66719 17.68615  0.129
C 12.56812 17.94890 14.32919  -1.383
O 12.26876 14.81249 15.34264  -0.047
H 14.07258 9.51718 12.48239  0.308
C 15.47880 11.84168 12.29458  -0.488
H 14.19747 22.53262 16.75777  0.585
H 13.60815 25.28706 12.86442  -0.514
H 8.52833 23.27289 14.45168  0.384
H 18.60324 19.33179 13.63543  0.348
H 14.36952 10.00611 10.75581  0.350
H 10.26980 23.73682 8.43303  0.365
C 12.82991 17.99740 8.74170  -0.204
H 11.03396 22.48887 9.37231  0.026
H 16.50543 18.88354 18.21335  0.376
C 11.71129 25.87928 14.92920  1.231
H 12.81812 10.17257 11.60033  0.271
H 19.18847 22.78418 12.60601  0.443
H 19.91596 21.44907 13.32377  0.411
H 10.94225 22.49139 13.26956  -0.178
C 12.23619 20.26703 13.93534  -1.288
H 17.43586 11.23036 14.89807  0.241